No. 1
Computed, not measured: 10 unconnected molecules or ions with the total composition C36H67ClNO29S2, with ωB97M-V/def2-TZVPD.

Properties
* HOMO energy: -11.8420 eV
* Kohn-Sham gap: 7.194 eV
* LUMO level: -4.65 eV
* total charge: +1

```
136
C36H67ClNO29S2 ωB97M-V/def2-TZVPD
O -0.375 0.268 1.329
O 0.718 0.813 0.717
C 0.374 2.065 0.081
C -0.061 3.030 1.238
C 0.803 3.113 2.397
C 0.413 3.979 3.514
S 1.374 4.174 5.036
C -0.819 4.714 3.385
N -1.626 4.631 2.266
C -2.876 5.434 2.291
C -4.212 4.615 2.111
C -4.184 3.131 2.648
S -5.122 2.940 4.236
C -1.271 3.837 1.215
Cl -2.260 3.734 -0.261
H -0.365 0.407 2.296
H 1.244 2.431 -0.507
H -0.509 1.821 -0.571
H 1.748 2.537 2.490
H 2.653 4.352 4.577
H -1.149 5.352 4.237
H -2.792 6.180 1.452
H -2.923 6.026 3.239
H -4.997 5.160 2.705
H -4.529 4.663 1.044
H -4.647 2.490 1.850
H -3.167 2.707 2.827
H -4.889 4.139 4.858
C 0.134 -2.256 -1.107
O -0.463 -3.447 -1.614
C -1.103 -4.176 -0.691
O -1.202 -3.906 0.478
O -1.611 -5.254 -1.295
C -2.327 -6.131 -0.423
H 0.623 -1.748 -1.938
H -0.625 -1.592 -0.693
H 0.889 -2.494 -0.357
H -3.185 -5.620 0.017
H -1.672 -6.522 0.354
H -2.692 -6.965 -1.019
C 3.907 8.040 -0.288
O 2.800 7.754 -1.150
C 1.754 7.202 -0.525
O 1.686 6.944 0.651
O 0.791 6.980 -1.429
C -0.385 6.392 -0.886
H 4.693 8.479 -0.900
H 3.621 8.759 0.479
H 4.289 7.125 0.164
H -0.835 7.051 -0.140
H -0.161 5.418 -0.454
H -1.094 6.256 -1.700
C -6.470 10.074 2.721
O -7.250 9.941 3.908
C -7.166 8.742 4.492
O -6.507 7.808 4.103
O -7.938 8.758 5.579
C -7.949 7.533 6.312
H -6.619 11.082 2.341
H -5.410 9.938 2.939
H -6.800 9.364 1.961
H -6.950 7.294 6.677
H -8.340 6.720 5.698
H -8.608 7.668 7.168
C 5.924 -3.377 -3.680
O 4.818 -3.699 -4.523
C 3.790 -4.267 -3.884
O 3.737 -4.512 -2.706
O 2.830 -4.514 -4.781
C 1.660 -5.127 -4.235
H 6.694 -2.925 -4.302
H 5.630 -2.657 -2.916
H 6.334 -4.278 -3.223
H 1.195 -4.477 -3.493
H 1.900 -6.097 -3.800
H 0.953 -5.281 -5.050
C 1.640 -6.104 -8.100
O 0.326 -6.639 -7.940
C -0.075 -7.420 -8.950
O 0.564 -7.687 -9.933
O -1.312 -7.850 -8.675
C -1.871 -8.701 -9.675
H 1.858 -5.492 -7.227
H 2.378 -6.905 -8.152
H 1.694 -5.473 -8.987
H -1.273 -9.605 -9.790
H -1.957 -8.173 -10.625
H -2.869 -8.985 -9.344
C 12.430 -1.771 -2.156
O 11.019 -1.990 -2.122
C 10.655 -3.116 -1.498
O 11.396 -3.915 -0.990
O 9.319 -3.199 -1.538
C 8.785 -4.361 -0.904
H 12.603 -0.835 -2.683
H 12.830 -1.681 -1.146
H 12.931 -2.573 -2.698
H 9.040 -4.375 0.156
H 9.142 -5.266 -1.397
H 7.701 -4.322 -0.998
C 0.047 -8.382 2.101
O -1.364 -8.602 2.134
C -1.730 -9.730 2.757
O -0.989 -10.529 3.264
O -3.066 -9.811 2.715
C -3.603 -10.974 3.347
H 0.222 -7.445 1.575
H 0.446 -8.293 3.112
H 0.549 -9.184 1.559
H -3.350 -10.989 4.408
H -3.246 -11.879 2.854
H -4.686 -10.930 3.249
C -3.279 -7.719 4.598
O -3.785 -6.628 5.369
C -3.553 -6.729 6.681
O -2.975 -7.631 7.230
O -4.075 -5.651 7.280
C -3.899 -5.628 8.696
H -3.523 -7.531 3.557
H -2.194 -7.786 4.694
H -3.750 -8.654 4.902
H -2.839 -5.613 8.953
H -4.394 -6.481 9.160
H -4.359 -4.714 9.069
C 0.379 13.464 -3.966
O 1.403 12.556 -3.558
C 1.050 11.268 -3.618
O -0.019 10.842 -3.973
O 2.092 10.534 -3.212
C 1.856 9.123 -3.225
H 0.779 14.472 -3.876
H 0.104 13.291 -5.007
H -0.494 13.377 -3.318
H 1.641 8.780 -4.239
H 1.045 8.865 -2.552
H 2.755 8.638 -2.886
```

Atomic partial charges in e from the Löwdin method, atoms 1 to 6: -0.02, -0.17, -0.12, -0.13, 0.04, -0.50

---

No. 2
Computed, not measured: 3 unconnected molecules or ions with the total composition C4H12N2O2, with ωB97M-V/def2-TZVPD.

Properties
* HOMO energy (spin up / spin down): -8.4656 / -6.2382 eV
* Kohn-Sham gap (spin up / spin down): 9.448 / 6.089 eV
* LUMO level (spin up / spin down): 0.98 / -0.15 eV
* total charge: 0

```
20
C4H12N2O2 ωB97M-V/def2-TZVPD
C 0.350 0.489 -0.632
C -0.629 -0.344 1.397
C 1.622 -0.295 -0.624
C 0.763 2.168 0.854
N -0.614 0.525 0.258
N -1.780 -2.187 -0.622
O -1.229 -1.170 -1.348
O 0.135 1.112 -1.787
H -0.822 1.275 -1.833
H -1.327 -3.077 -0.831
H -2.780 -2.267 -0.810
H 0.352 -0.690 1.738
H -1.146 0.152 2.218
H -1.221 -1.228 1.087
H 1.961 -0.523 0.383
H 1.415 -1.222 -1.158
H 2.395 0.256 -1.159
H 1.343 1.679 1.626
H -0.114 2.705 1.184
H 1.324 2.643 0.059
```

Atomic partial charges in e from the natural (NBO) method, atoms 1 to 6: 0.70, -0.46, -0.71, -0.60, -0.44, -0.46

---

No. 3
Computed, not measured: a molecular structure, C21H23AsAuBrIN2Se, with ωB97M-V/def2-TZVPD.

Properties
* HOMO energy: -10.8022 eV
* Kohn-Sham gap: 7.041 eV
* LUMO level: -3.76 eV
* total charge: +1

```
51
C21H23AsAuBrIN2Se ωB97M-V/def2-TZVPD
Au -0.387 -0.709 1.056
I 2.638 -0.241 1.552
C 1.912 1.419 2.623
C 2.891 2.183 3.194
C 2.561 3.336 3.932
C 1.256 3.685 4.079
C 0.221 2.903 3.510
C -1.125 3.277 3.734
C -2.147 2.523 3.246
C -1.861 1.378 2.474
C -0.575 0.997 2.208
C 0.525 1.733 2.746
H 3.929 1.898 3.090
H 3.350 3.927 4.378
H 0.979 4.562 4.652
H -1.320 4.160 4.330
H -3.177 2.786 3.452
H -2.686 0.781 2.105
C -2.085 -3.400 -0.741
As -0.316 -2.838 -0.220
C 0.718 -2.776 -1.851
C 0.398 -4.361 0.714
H -2.036 -4.328 -1.308
H -2.562 -2.627 -1.342
H -2.666 -3.553 0.167
H 0.649 -3.723 -2.382
H 1.757 -2.576 -1.594
H 0.357 -1.970 -2.488
H 0.343 -5.230 0.059
H -0.181 -4.526 1.619
H 1.434 -4.167 0.988
C -2.018 3.466 -0.230
N -0.569 3.341 -0.200
C 0.151 2.261 -0.515
Se -0.474 0.572 -1.073
N 1.449 2.575 -0.426
C 1.590 3.886 0.000
C 2.707 4.670 0.262
C 2.463 5.964 0.675
C 1.158 6.459 0.824
C 0.050 5.679 0.558
C 0.298 4.377 0.142
H -2.448 2.487 -0.417
H -2.306 4.156 -1.022
H -2.360 3.835 0.734
H 2.182 1.900 -0.587
H 3.711 4.286 0.150
H 3.299 6.616 0.892
H 1.019 7.481 1.150
H -0.954 6.063 0.669
Br -0.839 -1.986 3.107
```

Atomic partial charges in e from the natural (NBO) method, atoms 1 to 6: 0.85, 0.15, -0.11, -0.25, -0.20, -0.18

---

No. 4
Computed, not measured: C19H19N5OS in the gas phase, with ωB97M-V/def2-TZVPD.

Properties
* structure (SMILES): CCn1c(SCc2nc3ccccc3[nH]2)nnc1-c1ccccc1OC
* HOMO energy: -8.1764 eV
* Kohn-Sham gap: 8.791 eV
* LUMO level: 0.61 eV
* total charge: 0

```
45
C19H19N5OS ωB97M-V/def2-TZVPD
C 0.202 2.398 3.597
H -0.035 1.623 4.321
C 0.912 1.809 2.382
N 0.113 0.806 1.729
C -0.976 1.012 0.933
N -1.433 -0.128 0.481
N -0.642 -1.101 0.960
C 0.280 -0.555 1.703
C 1.344 -1.276 2.395
C 1.491 -1.195 3.775
C 2.487 -1.907 4.417
C 3.348 -2.707 3.684
C 3.216 -2.790 2.310
C 2.222 -2.075 1.654
O 2.152 -2.085 0.281
C 1.415 -3.166 -0.265
H 1.521 -3.082 -1.344
H 1.816 -4.128 0.071
H 0.360 -3.087 0.015
H 3.891 -3.399 1.726
H 4.125 -3.265 4.184
H 2.588 -1.841 5.490
H 0.806 -0.588 4.349
S -1.605 2.594 0.594
C -2.991 2.150 -0.526
C -2.526 1.762 -1.874
N -2.545 2.541 -2.920
C -2.036 1.786 -3.945
C -1.827 2.103 -5.283
C -1.287 1.128 -6.094
C -0.955 -0.138 -5.604
C -1.155 -0.477 -4.281
C -1.699 0.497 -3.459
N -2.035 0.515 -2.133
H -1.886 -0.190 -1.418
H -0.900 -1.454 -3.900
H -0.532 -0.867 -6.279
H -1.111 1.343 -7.138
H -2.082 3.081 -5.660
H -3.529 1.338 -0.038
H -3.597 3.051 -0.585
H 1.117 2.604 1.657
H 1.854 1.339 2.675
H -0.722 2.886 3.293
H 0.844 3.134 4.071
```

Atomic partial charges in e from the natural (NBO) method, atoms 1 to 6: -0.61, 0.21, -0.22, -0.36, 0.18, -0.37

---

No. 5
Computed, not measured: C23H25FN4OS in the gas phase, with ωB97M-V/def2-TZVPD.

Properties
* structure (SMILES): C[C@@H](NC(=O)c1cccnc1)[C@@H](c1cccs1)N1CCN(c2ccccc2F)CC1
* HOMO energy: -7.6567 eV
* Kohn-Sham gap: 8.235 eV
* LUMO level: 0.58 eV
* total charge: 0

```
55
C23H25FN4OS ωB97M-V/def2-TZVPD
C -1.320 -2.038 3.717
H -1.054 -3.087 3.820
C -0.496 -1.398 2.607
N -0.731 -2.049 1.340
C 0.291 -2.387 0.516
O 1.441 -2.493 0.898
C -0.111 -2.640 -0.897
C 0.533 -3.621 -1.645
C 0.184 -3.786 -2.974
C -0.793 -2.956 -3.504
N -1.388 -2.000 -2.812
C -1.049 -1.840 -1.547
H -1.523 -1.007 -1.043
H -1.107 -3.047 -4.536
H 0.662 -4.535 -3.586
H 1.294 -4.229 -1.178
H -1.645 -1.916 0.935
H 0.569 -1.527 2.815
C -0.843 0.107 2.460
C -0.360 0.913 3.628
C 0.840 0.882 4.271
C 0.951 1.853 5.292
C -0.162 2.618 5.411
S -1.372 2.166 4.278
H -0.354 3.423 6.092
H 1.824 1.971 5.908
H 1.626 0.186 4.039
N -0.371 0.594 1.171
C 1.047 0.835 1.024
H 1.347 1.810 1.441
C 1.383 0.744 -0.467
N 0.325 1.337 -1.273
C 0.464 1.400 -2.646
C 1.019 0.356 -3.403
C 1.101 0.383 -4.779
C 0.624 1.472 -5.485
C 0.086 2.531 -4.777
C 0.018 2.498 -3.398
H -0.377 3.365 -2.895
H -0.276 3.404 -5.299
H 0.680 1.493 -6.562
H 1.536 -0.468 -5.280
F 1.513 -0.764 -2.808
C -0.442 2.335 -0.566
H -1.217 2.733 -1.218
C -1.139 1.708 0.653
H -1.295 2.498 1.408
H -2.123 1.325 0.361
H 0.199 3.170 -0.242
H 1.490 -0.308 -0.723
H 2.344 1.245 -0.657
H 1.607 0.058 1.542
H -1.938 0.184 2.422
H -2.382 -1.968 3.493
H -1.129 -1.533 4.660
```

Atomic partial charges in e from the natural (NBO) method, atoms 1 to 6: -0.61, 0.22, -0.05, -0.60, 0.68, -0.63

---

No. 6
Computed, not measured: C4H7ClO in the gas phase, with ωB97M-V/def2-TZVPD.

Properties
* structure (SMILES): C/C(=C\Cl)CO
* HOMO energy: -9.1438 eV
* Kohn-Sham gap: 9.776 eV
* LUMO level: 0.63 eV
* total charge: 0

```
13
C4H7ClO ωB97M-V/def2-TZVPD
C 1.043 1.280 -0.008
C 0.280 -0.053 0.072
C -1.180 -0.047 0.053
C 0.952 -1.217 -0.002
H 0.539 2.011 -0.775
H 2.118 0.859 -0.549
H 1.162 1.829 1.095
H -1.372 0.498 -0.914
H -1.719 0.361 0.807
H -2.984 -1.096 0.078
H 0.403 -2.185 0.222
O -1.947 -1.306 -0.073
Cl 2.705 -0.935 -0.006
```

Atomic partial charges in e from the natural (NBO) method, atoms 1 to 6: -0.68, -0.05, -0.08, -0.23, 0.22, 0.26

---

No. 7
Computed, not measured: C14H18N2O6 in the gas phase, with ωB97M-V/def2-TZVPD.

Properties
* structure (SMILES): N[C@@H](Cc1ccc(O)cc1)C(=O)N[C@@H](CCC(=O)O)C(=O)O
* HOMO energy: -8.9085 eV
* Kohn-Sham gap: 9.416 eV
* LUMO level: 0.51 eV
* total charge: 0

```
40
C14H18N2O6 ωB97M-V/def2-TZVPD
C -0.851 -1.114 -0.184
C 0.644 -1.166 -0.582
C -1.522 0.127 -0.860
C -3.054 0.253 -0.580
C -3.568 1.080 0.434
C -3.939 -0.569 -1.205
C -4.967 1.241 0.672
C -5.342 -0.388 -1.061
C -5.853 0.489 -0.109
C 2.908 -0.615 0.102
C 3.785 -1.854 -0.179
C 3.498 0.382 1.154
C 4.767 1.129 0.685
C 4.533 2.150 -0.424
H -2.005 -0.916 1.518
H -0.718 -1.867 1.686
H -1.294 -2.034 -0.652
H -1.328 0.125 -1.952
H -0.973 1.051 -0.579
H -2.925 1.620 1.071
H -3.628 -1.388 -1.919
H -5.321 1.887 1.445
H -6.056 -0.980 -1.597
H -7.440 1.097 0.717
H 1.054 -0.487 1.217
H 2.813 -0.048 -0.840
H 2.745 1.124 1.424
H 3.681 -0.151 2.111
H 5.547 0.411 0.356
H 5.211 1.693 1.502
H 5.556 3.233 -1.541
H 2.347 -2.953 0.396
N -1.023 -1.015 1.252
N 1.528 -0.987 0.481
O 0.997 -1.460 -1.694
O -7.201 0.581 -0.016
O 4.867 -1.733 -0.647
O 3.489 2.617 -0.789
O 5.734 2.513 -0.942
O 3.300 -3.079 0.130
```

Atomic partial charges in e from the natural (NBO) method, atoms 1 to 6: -0.14, 0.68, -0.42, -0.07, -0.19, -0.19

---

No. 8
Computed, not measured: a molecular structure, C5H7NS2, with ωB97M-V/def2-TZVPD.

Properties
* HOMO energy: -8.5983 eV
* Kohn-Sham gap: 7.778 eV
* LUMO level: -0.82 eV
* total charge: 0

```
15
C5H7NS2 ωB97M-V/def2-TZVPD
C -0.652 -1.392 1.370
C -0.333 0.096 0.834
C -0.448 0.614 -1.540
C 1.143 0.707 -1.226
C 1.108 0.190 0.197
H -1.568 -1.084 2.021
H 0.121 -1.571 2.168
H -0.868 -1.959 0.467
H -0.084 0.695 1.814
H -2.169 0.226 -0.120
H 1.214 1.891 -1.337
H 2.086 0.477 -2.190
N -1.087 0.791 -0.255
S -1.019 0.578 -3.162
S 2.557 -0.260 0.958
```

Atomic partial charges in e from the natural (NBO) method, atoms 1 to 6: -0.63, -0.13, 0.12, -0.60, -0.04, 0.22

---

No. 9
Computed, not measured: a molecular structure, C27H29N6RbS2, with ωB97M-V/def2-TZVPD.

Properties
* HOMO energy: 1.1827 eV
* Kohn-Sham gap: 2.612 eV
* LUMO level: 3.79 eV
* total charge: -2

```
65
C27H29N6RbS2 ωB97M-V/def2-TZVPD
Rb 0.011 -0.370 0.364
N -2.207 2.577 3.109
C -1.347 1.550 3.455
S -0.157 1.820 4.642
N -1.642 0.406 2.851
N -0.701 -0.537 2.912
C -1.042 -1.775 2.801
C -2.430 -2.297 2.998
C -2.961 -3.374 2.287
C -4.240 -3.849 2.552
C -5.017 -3.272 3.543
C -4.494 -2.211 4.273
C -3.223 -1.730 4.004
C 0.127 -2.660 2.523
C 1.412 -2.243 2.899
C 2.502 -3.020 2.573
C 2.303 -4.208 1.886
C 1.003 -4.556 1.579
N -0.062 -3.811 1.887
H -1.813 3.481 3.314
H -2.592 2.487 2.179
H -2.365 -3.836 1.513
H -4.630 -4.677 1.973
H -6.013 -3.644 3.748
H -5.082 -1.750 5.057
H -2.830 -0.911 4.586
H 1.522 -1.316 3.447
H 3.501 -2.697 2.836
H 3.132 -4.835 1.591
H 0.793 -5.478 1.047
C 3.815 2.190 -0.221
N 3.803 1.081 -1.160
C 3.235 1.144 -2.428
C 3.395 -0.062 -2.986
N 4.081 -0.838 -2.058
C 4.324 -0.147 -0.924
S 5.125 -0.727 0.453
H 4.571 2.922 -0.506
H 4.049 1.800 0.764
H 2.837 2.668 -0.225
H 2.681 2.008 -2.782
H 3.054 -0.446 -3.930
H 4.228 -1.829 -2.097
C -1.382 0.931 -4.837
C -1.185 0.977 -3.338
C -2.527 0.939 -2.629
C 0.027 0.361 -2.676
C -0.093 1.897 -2.756
C -0.336 2.670 -1.487
C 0.262 3.871 -1.218
C 1.133 4.532 -2.127
C 1.318 3.897 -3.384
C 0.759 2.690 -3.708
H -1.912 0.006 -5.114
H -0.432 0.940 -5.371
H -1.980 1.779 -5.202
H -3.159 0.146 -3.063
H -3.071 1.892 -2.717
H -2.413 0.713 -1.568
H 0.743 0.039 -3.442
H -0.995 2.233 -0.739
H 0.065 4.338 -0.254
H 1.571 5.497 -1.903
H 1.958 4.381 -4.122
H 0.994 2.246 -4.672
```

Atomic partial charges in e from the natural (NBO) method, atoms 1 to 6: 0.80, -0.82, 0.27, -0.45, -0.50, -0.22

---

No. 10
Computed, not measured: a molecular structure, C9H17Cl2NORe, with ωB97M-V/def2-TZVPD.

Properties
* expectation value of S²: 3.9444
* HOMO energy (spin up / spin down): -7.4520 / -8.0943 eV
* Kohn-Sham gap (spin up / spin down): 7.319 / 7.844 eV
* LUMO level (spin up / spin down): -0.13 / -0.25 eV
* total charge: 0
* spin multiplicity: 4

```
31
C9H17Cl2NORe ωB97M-V/def2-TZVPD
Re -0.466 1.383 1.777
Cl 0.390 3.234 0.870
Cl -0.575 2.228 4.064
C 2.978 -0.990 -0.637
H 2.993 -1.500 0.336
H 3.641 -0.105 -0.671
C -1.284 0.911 0.113
C 2.127 -1.267 -1.590
H -1.043 -0.191 0.134
C 1.701 -0.374 -2.761
H 1.808 -2.345 -1.753
C 1.214 1.041 -2.485
H 2.646 -0.221 -3.312
H 1.066 -0.918 -3.457
C -0.299 1.378 -2.447
H 1.751 1.473 -1.646
H 1.560 1.619 -3.368
C -1.477 1.162 -1.375
H -0.288 2.455 -2.669
H -0.653 0.893 -3.377
H -2.128 2.045 -1.489
H -2.135 0.373 -1.803
C -2.397 -0.680 3.068
C -1.010 -1.154 2.904
N -0.671 -2.424 3.193
O -0.058 -0.446 2.447
H -2.968 -1.469 3.565
H -2.899 -0.510 2.103
H -2.467 0.212 3.701
H 0.266 -2.740 2.970
H -1.326 -3.072 3.596
```

Atomic partial charges in e from the natural (NBO) method, atoms 1 to 6: 1.14, -0.41, -0.61, -0.42, 0.20, 0.19

---

E for every record listed, in sequence, given in eV: -133468.1934 -11411.6494 -233147.2985 -40345.0374 -45817.5508 -18828.2230 -30076.5404 -28454.6791 -59732.8038 -40318.3143.
Relative energy (zero: lowest compared OMol25 entry of this formula, charge and spin) for every record listed, in sequence, given in kJ/mol: 113.9 730.1 3.0 18.0 14.6 318.9 14.9 404.1 18.6 86.3.